No. 1
The following is a DFT calculation (ωB97M-V/def2-TZVPD) of a molecular structure, C7H15NO3S.

The geometry in XYZ format:
```
27
Properties=species:S:1:pos:R:3:forces:R:3
C 0.1799 0.1627 -1.0362 0.3 -3.9 -2.6
C -1.3730 0.1158 -0.8742 1.6 -0.4 3.7
C -1.7604 1.1651 0.1890 -2.3 -1.4 0.8
C -3.3804 1.2586 0.4442 0.9 1.2 2.1
C -4.1117 -0.0563 -0.0712 0.5 1.8 -0.1
C -3.2410 -1.2432 0.3669 2.5 0.7 0.2
C -1.7015 -1.2373 -0.2010 1.3 -3.3 -0.5
H 3.4131 1.5180 -0.9699 -0.6 0.5 4.0
H 3.2126 1.7607 1.0078 0.6 0.6 -1.0
H 0.3256 -0.8562 -1.6028 0.1 2.0 0.5
H 0.7031 0.9049 -1.6816 -0.7 0.1 1.0
H -1.9674 0.2948 -1.7138 -0.2 0.2 -1.9
H -1.3217 0.8438 1.1642 -0.1 0.5 -0.8
H -1.3157 2.0494 -0.1385 0.4 1.9 -0.1
H -3.9408 2.2515 0.0937 1.5 -2.1 0.5
H -3.3885 1.3307 1.7499 -0.6 -0.4 -3.9
H -5.0254 0.0455 0.5687 0.2 -0.9 -1.2
H -4.3274 -0.0246 -1.2576 0.3 0.0 2.8
H -3.8073 -2.1802 0.3472 0.7 0.0 0.0
H -2.7005 -1.0210 1.3137 -2.5 -0.3 0.7
H -1.3795 -2.4283 -0.8644 -1.0 4.0 1.6
H -0.9162 -1.2297 0.7405 -2.2 -0.6 -2.3
N 2.9745 1.4477 0.0651 -0.6 -1.9 -2.0
O 2.7591 -0.7342 1.5562 -0.3 1.8 -5.1
O 3.0937 -0.5947 -1.1082 -1.7 -1.1 1.4
O 0.9033 -0.1356 0.2294 -0.1 0.8 -1.5
S 2.4933 -0.1669 0.1540 1.9 0.3 3.5
```
Forces are in eV/Å.

## Properties
Largest force on an atom: 5.37 eV Å⁻¹
Calculated total energy: -25964.655 eV
Orbital gap: 10.492 eV
ΔE to the lowest compared entry with this formula, charge and spin: 472.0 kJ/mol
E_LUMO: 0.52 eV



No. 2
The following is a DFT calculation (ωB97M-V/def2-TZVPD) of 2 unconnected molecules or ions with the total composition C3H10NOS.

The geometry in XYZ format:
```
16
Properties=species:S:1:pos:R:3:forces:R:3
C -0.8261 -1.8531 -0.7264 -0.7 1.9 2.1
C -0.4188 -0.3393 -0.6054 -1.3 -1.1 0.2
C 0.6562 -0.1949 0.4639 3.0 -1.2 2.0
S 1.8453 1.2247 0.2624 -0.6 -0.2 -0.1
N -0.1528 0.0494 -2.0113 -0.6 -1.2 0.7
H 0.0075 -2.3436 -1.1432 1.0 -1.1 -0.1
H -1.6860 -2.0315 -1.3189 -0.8 0.2 -1.0
H -1.1688 -2.1497 0.2865 0.9 -0.5 -0.3
H -1.2637 0.1359 -0.0454 0.1 0.4 -1.6
H 0.1944 -0.0273 1.5532 0.7 -0.9 -2.4
H 1.4063 -1.2224 0.5050 -2.2 2.5 0.0
H -0.0563 1.0049 -2.2393 0.2 1.3 0.6
H 0.7283 -0.3739 -2.2636 0.2 0.0 0.0
H 0.1411 2.3701 3.0703 0.9 -5.3 4.6
H 0.5433 2.7439 1.7178 0.7 -0.6 -0.9
O 0.0501 3.0068 2.4943 -1.5 5.7 -3.8
```
Forces are in eV/Å.

## Properties
Net charge: -1
Largest force on an atom: 7.07 eV Å⁻¹
Calculated total energy: -17645.933 eV
Orbital gap: 6.892 eV
ΔE to the lowest compared entry with this formula, charge and spin: 145.6 kJ/mol
E_LUMO: 4.08 eV



No. 3
The following is a DFT calculation (ωB97M-V/def2-TZVPD) of a molecular structure, C28H79FeN5O13P.

The geometry in XYZ format:
```
127
Properties=species:S:1:pos:R:3:forces:R:3
Fe 1.6448 0.2011 0.2336 0.9 -0.6 0.2
P -0.5177 0.8792 0.6775 2.6 -1.2 0.1
O -0.0610 0.3012 -0.7251 -1.3 0.2 -1.0
O 0.6984 1.9073 0.7633 -0.9 0.9 0.7
O 0.2115 -0.3062 1.4833 -0.9 0.2 1.0
O -1.9255 1.1590 0.9955 -0.1 0.6 -0.1
C -5.3644 -1.5303 -0.7997 -0.4 -0.3 -0.1
C -4.5694 -0.7606 0.2269 -1.3 0.1 0.6
O -3.1963 -1.0056 0.1152 0.4 0.2 -0.3
H -5.1526 -1.2636 -1.8371 0.3 0.0 0.1
H -6.4320 -1.3340 -0.6640 0.0 0.0 0.1
H -5.2292 -2.6048 -0.6482 0.1 0.0 -0.3
H -4.9450 -1.0827 1.2152 0.2 -0.1 0.0
H -4.8738 0.2941 0.1896 0.6 0.1 -0.2
H -2.6996 -0.2246 0.4475 -0.4 -0.2 -0.1
C -0.9973 4.8161 3.0275 0.0 -0.5 0.9
C 0.5045 4.7974 2.7825 0.0 1.1 -0.1
O 0.8255 4.5617 1.4260 0.4 -0.2 0.2
H -1.2209 5.3327 3.9689 0.1 0.0 0.0
H -1.3602 3.7930 3.1628 -0.2 0.1 -0.3
H -1.5571 5.3221 2.2466 0.2 -0.1 -0.2
H 1.0342 4.1353 3.4788 -0.2 -0.3 -0.2
H 0.8948 5.7943 3.0303 0.0 -0.1 -0.2
H 0.8317 3.6008 1.2650 -0.2 0.0 -0.1
C -4.7762 3.5591 3.8746 -0.5 -0.1 -0.3
C -4.4708 2.2049 3.2387 1.0 0.3 0.7
O -4.3287 2.3546 1.8493 -0.5 -0.1 -0.4
H -4.7084 3.5450 4.9638 0.0 -0.1 0.0
H -5.7937 3.8514 3.5978 0.1 0.1 0.1
H -4.1040 4.3222 3.4896 0.2 0.0 0.0
H -5.2395 1.4797 3.5320 -0.1 0.0 -0.3
H -3.5224 1.8307 3.6501 -0.1 0.0 0.0
H -3.5102 1.9358 1.5456 0.0 0.1 0.1
C -2.9715 -1.5489 4.4875 0.9 -0.8 0.5
C -1.8262 -0.8262 3.8130 0.0 1.0 0.1
O -0.5405 -1.3597 4.0571 0.2 -0.6 0.5
H -2.9171 -1.3643 5.5648 -0.2 0.3 -0.1
H -2.8442 -2.6351 4.4349 -0.4 0.0 -0.5
H -3.9121 -1.1900 4.0812 -0.2 -0.2 0.0
H -1.8756 0.1785 4.2622 0.2 0.2 -0.5
H -1.9096 -0.7390 2.7316 -0.6 0.0 0.0
H -0.0275 -1.1636 3.2620 -0.1 0.1 -0.1
C -3.3892 -0.0562 -4.6368 0.2 -1.5 -0.1
C -2.1523 0.5416 -3.9912 0.5 -0.9 0.3
C -2.3194 1.9497 -3.5002 -0.6 0.9 -0.6
O -2.4836 2.8215 -4.6171 0.0 -0.6 -0.3
C -3.1944 3.9905 -4.3499 -0.1 0.5 0.7
N -1.7381 -0.3249 -2.8642 -0.8 -0.1 0.4
H -3.1903 -1.1362 -4.7475 0.2 0.2 0.1
H -3.5378 0.2480 -5.6705 -0.4 0.6 0.2
H -4.2857 -0.0813 -4.0101 -0.1 0.7 -0.1
H -1.3851 0.4553 -4.7710 0.2 0.5 0.2
H -1.4845 2.3092 -2.8901 0.1 -0.3 0.1
H -3.2458 1.9955 -2.9100 0.2 -0.1 0.3
H -2.5036 4.8062 -4.0996 -0.1 0.1 -0.2
H -3.8629 3.8838 -3.4843 0.0 -0.1 -0.1
H -3.8231 4.2577 -5.1981 0.2 0.0 -0.2
H -2.5967 -0.6433 -2.4046 0.2 -0.2 -0.2
H -1.2843 0.1678 -2.0844 0.2 0.1 -0.8
C 2.4312 -4.1883 -0.1078 -0.4 0.4 -0.1
C 2.8866 -2.7324 0.0852 0.4 -0.6 -0.2
C 4.2533 -2.5614 -0.5407 0.5 -0.5 0.6
O 4.6704 -1.2201 -0.4122 0.0 -0.1 -0.3
C 6.0310 -1.0058 -0.7499 -0.2 -0.3 0.0
N 1.9375 -1.7581 -0.5230 -0.5 -1.8 -0.7
H 3.2377 -4.9153 -0.0205 0.1 0.1 0.1
H 1.9769 -4.2961 -1.0929 0.0 -0.1 -0.1
H 1.6656 -4.4163 0.6323 -0.1 -0.1 -0.1
H 2.9830 -2.5944 1.1622 -0.2 0.5 0.0
H 4.2449 -2.9421 -1.5762 0.0 0.5 -0.1
H 4.9764 -3.2036 -0.0136 -0.2 0.0 0.0
H 6.6916 -1.2807 0.0787 0.0 0.1 0.1
H 6.1027 0.0529 -0.9803 0.4 0.0 -0.1
H 6.3092 -1.6336 -1.6013 0.0 0.3 -0.2
H 1.0040 -2.2473 -0.5207 -0.1 0.6 0.8
H 2.0694 -1.8681 -1.5381 0.4 0.6 0.1
C 2.2584 1.2023 3.6935 -1.3 0.0 0.4
C 3.2598 1.2970 2.5720 -0.5 -0.7 -0.3
C 4.6491 1.4685 3.1078 -0.2 0.0 -0.1
O 5.5223 1.6552 2.0270 0.1 -0.1 -0.6
C 6.8716 1.6976 2.4159 0.0 -0.4 0.9
N 3.1810 0.0276 1.7613 0.6 0.9 0.1
H 2.4521 1.8423 4.5554 0.3 0.1 -0.2
H 2.1039 0.1937 4.0938 0.4 -0.1 -0.1
H 1.2641 1.4712 3.3279 0.1 0.0 -0.1
H 2.9646 2.0851 1.8771 0.3 0.3 0.2
H 4.8701 0.5291 3.6438 0.3 0.3 0.2
H 4.6707 2.3258 3.7892 0.2 -0.1 0.1
H 7.5241 1.7159 1.5509 -0.1 0.2 -0.2
H 7.1108 0.7960 3.0029 0.1 0.1 -0.1
H 7.0438 2.5501 3.0828 0.2 0.1 -0.2
H 3.2161 -0.7399 2.4270 -0.2 -0.1 -0.2
H 4.0368 -0.0301 1.1993 -0.2 -0.2 0.2
C -1.0132 -4.9119 -1.9394 1.1 0.7 -1.2
C -1.7618 -3.8003 -1.2345 -0.2 1.3 -0.9
C -2.7677 -4.2993 -0.2417 -0.2 -1.2 0.2
O -3.7669 -5.0080 -0.9646 -0.1 0.2 -0.1
C -4.7255 -5.5668 -0.1013 0.4 0.1 0.5
N -0.8845 -2.7652 -0.6334 -0.1 -0.3 0.4
H -0.0152 -5.0958 -1.5368 -0.4 -0.5 0.8
H -0.7043 -4.5318 -2.9294 -0.4 -0.1 0.0
H -1.5929 -5.8068 -2.1399 0.0 -0.1 0.3
H -2.3263 -3.2613 -2.0077 -0.3 -0.3 0.1
H -3.2497 -3.5178 0.3535 0.3 0.2 0.0
H -2.2635 -5.0273 0.4218 -0.1 0.3 0.2
H -5.2547 -4.7977 0.4809 -0.1 0.0 -0.2
H -4.2214 -6.1961 0.6491 -0.2 -0.2 -0.2
H -5.4272 -6.1440 -0.6931 0.0 -0.1 0.0
H -1.4421 -2.4202 0.1482 0.5 0.2 0.1
H -0.8653 -1.9456 -1.2416 -0.1 -0.2 -0.2
C 1.5403 2.5923 -2.4280 0.8 1.0 0.1
C 2.2668 1.2876 -2.5094 0.4 -1.2 0.1
C 3.2932 1.2773 -3.6371 -0.4 1.3 0.3
O 4.1656 0.1960 -3.4785 -0.2 -0.3 -0.2
C 5.0610 0.0666 -4.5507 0.4 -0.1 -0.7
N 2.9857 0.9792 -1.2091 0.9 0.8 -1.5
H 0.9729 2.8431 -3.3218 -0.3 -0.3 0.0
H 2.3274 3.3653 -2.3723 -0.2 0.0 0.0
H 0.9712 2.7234 -1.5117 -0.3 -0.3 -0.1
H 1.6335 0.4171 -2.7106 -0.4 0.2 0.3
H 3.8340 2.2401 -3.5985 0.2 -0.2 -0.1
H 2.7377 1.2668 -4.5826 0.2 -0.3 -0.1
H 5.5379 -0.9105 -4.4944 0.1 0.1 0.2
H 5.8239 0.8541 -4.5571 0.0 0.0 0.2
H 4.5660 0.1116 -5.5291 -0.2 0.0 0.2
H 3.7090 0.3154 -1.5224 -0.5 -0.4 0.6
H 3.5965 1.7906 -1.0540 -0.5 0.2 0.5
```
Forces are in eV/Å.

## Properties
2S+1: 6
Largest force on an atom: 2.91 eV Å⁻¹
Calculated total energy: -108062.670 eV
Orbital gap (spin up / spin down): 8.634 / 7.903 eV
E_LUMO (spin up / spin down): -0.03 / -0.76 eV